Below is a molecular structure, C39H41AsCaN2O6PS2 in a non-equilibrium geometry, with properties calculated with ωB97M-V/def2-TZVPD.

Multiplicity   1
ΔE to the lowest compared entry with this formula, charge and spin   0.0 kJ/mol
Frontier orbital gap   0.1995 hartree
Net charge   -1
HOMO level   -3.08 eV
Electronic energy   -6122.8988 Eh

Last column: Löwdin charge in e.
CARTESIAN COORDINATES (ANGSTROEM)
H (-0.382, 7.454, -2.793)  0.096
C (-2.786, 2.879, 0.314)  -0.125
H (-4.216, -2.011, 1.078)  0.099
H (4.462, 1.243, -0.708)  0.112
C (-3.271, 1.510, -4.434)  -0.090
H (-2.142, 3.553, -2.801)  0.093
C (-2.715, 0.781, -2.154)  -0.081
C (-0.382, 3.774, -1.578)  -0.391
H (-4.400, -3.241, -1.072)  0.097
H (2.200, -4.891, 2.029)  0.086
H (-2.412, 0.790, 3.512)  0.086
C (-0.680, -4.663, 6.088)  -0.102
H (-1.704, -6.270, 5.090)  0.097
H (-0.930, -5.015, 7.082)  0.095
H (-4.635, 3.588, 1.134)  0.092
H (1.393, 4.311, -0.493)  0.081
C (-3.378, -2.586, 0.704)  -0.086
H (-1.143, -5.465, 2.828)  0.109
H (3.709, -1.707, -1.015)  0.119
C (-0.381, 6.426, -2.453)  -0.098
P (0.486, -3.159, 1.874)  1.023
As (-0.274, 1.964, -0.886)  1.376
C (2.546, 2.770, 2.213)  -0.107
H (2.667, -0.339, 2.564)  0.092
C (-1.664, 2.065, 0.477)  -0.415
H (-0.348, -4.525, -0.679)  0.097
C (-1.204, -4.012, -0.262)  -0.100
C (4.163, 1.073, 1.926)  -0.212
H (1.377, 6.660, -1.237)  0.098
O (3.557, -4.223, -0.079)  0.029
C (0.062, -3.503, 5.927)  -0.094
C (-1.366, 4.226, -2.453)  -0.112
H (-2.105, -2.044, 2.340)  0.085
C (-0.031, -3.762, 3.524)  -0.370
H (-0.117, 2.217, -3.928)  0.113
C (-0.516, -0.309, -2.767)  -0.485
C (1.557, -4.519, 1.233)  -0.237
C (-3.631, 2.188, 2.438)  -0.107
C (4.122, 0.363, -1.263)  -0.202
H (-4.394, 2.222, 3.207)  0.094
C (-0.866, 1.427, -3.864)  -0.269
O (3.362, 2.052, 1.303)  -0.196
H (0.154, -2.084, -2.697)  0.068
C (0.383, -3.054, 4.649)  -0.099
O (2.829, 0.615, -1.789)  -0.223
H (0.977, -5.354, 0.833)  0.086
H (3.168, 2.649, -1.950)  0.091
H (5.004, -1.123, 0.026)  0.142
C (-3.628, 1.005, -3.090)  -0.077
O (0.003, -2.033, -5.534)  -0.795
H (-1.775, 2.090, -5.783)  0.105
C (-1.503, 1.290, 1.642)  -0.700
H (1.787, 3.294, 1.636)  0.070
O (1.735, -2.987, -0.537)  -0.325
H (3.140, 3.496, 2.780)  0.086
C (-1.112, -5.370, 4.969)  -0.091
H (0.945, -2.136, 4.517)  0.091
N (-0.277, -1.382, -2.090)  0.016
C (2.833, 1.801, -2.556)  -0.102
S (-0.122, 0.229, 1.968)  0.457
C (-1.090, -3.330, 0.946)  -0.388
H (-2.897, 3.468, -0.587)  0.085
H (-2.459, -4.514, -1.925)  0.105
C (-1.252, 0.997, -2.390)  -0.374
N (-0.259, 0.089, -4.018)  -0.272
H (-3.005, 0.380, -1.190)  0.109
Ca (0.969, -1.058, -0.228)  1.097
C (-2.396, -3.993, -0.978)  -0.082
C (-0.792, -4.920, 3.698)  -0.086
C (3.534, -0.301, 1.906)  -0.174
H (5.132, 1.066, 1.420)  0.120
C (2.398, -3.899, 0.113)  -0.714
C (0.607, 4.658, -1.155)  -0.119
C (-3.481, -3.278, -0.499)  -0.094
H (3.483, 1.690, -3.431)  0.098
C (-2.014, 1.720, -4.794)  -0.048
H (-4.072, 1.707, -5.137)  0.094
H (-2.131, 5.881, -3.577)  0.102
S (0.725, -0.689, -5.267)  0.651
H (4.274, -1.034, 2.249)  0.136
H (2.021, 2.098, 2.895)  0.059
C (-1.362, 5.545, -2.891)  -0.077
C (4.035, -0.863, -0.407)  -0.155
C (-3.772, 2.950, 1.281)  -0.108
H (0.385, -2.939, 6.794)  0.097
H (4.836, 0.165, -2.073)  0.138
H (1.820, 1.989, -2.902)  0.051
O (3.052, -0.702, 0.630)  -0.313
C (-2.522, 1.381, 2.610)  -0.145
H (4.351, 1.319, 2.979)  0.129
C (-2.191, -2.609, 1.419)  -0.119
H (-4.670, 0.804, -2.872)  0.096
C (0.606, 5.982, -1.582)  -0.091